The following is a DFT calculation (the ωB97M-V functional and the def2-TZVPD basis) of C7H28AgN14O7 as an isolated structure in a non-equilibrium geometry.

Computed properties:
Orbital gap (spin up / spin down) = 10.30 / 6.82 eV
Multiplicity = 2
Total charge = +2
Calculated total energy = -46899.660 eV

Element x y z (Å)
Ag -0.20 -0.15 0.00
C -2.64 -1.67 -1.85
O -1.83 -1.41 -0.96
N -3.95 -1.84 -1.57
N -2.26 -1.77 -3.15
H -4.62 -1.93 -2.32
H -4.25 -1.85 -0.61
H -1.29 -1.58 -3.32
H -2.90 -2.01 -3.89
C 0.06 -0.98 3.53
O -0.23 -0.85 2.35
N -0.82 -0.73 4.53
N 1.32 -1.33 3.93
H -1.76 -0.46 4.31
H -0.60 -0.98 5.48
H 1.59 -1.35 4.89
H 1.96 -1.55 3.19
C -2.59 1.48 1.78
O -2.02 0.94 0.82
N -3.38 0.79 2.63
N -2.48 2.81 2.01
H -3.60 -0.17 2.45
H -3.81 1.29 3.39
H -1.87 3.37 1.44
H -2.84 3.24 2.85
C 0.64 -3.54 -0.15
O 0.55 -2.34 0.11
N 1.41 -4.36 0.61
N -0.05 -4.14 -1.17
H 1.72 -5.28 0.35
H 1.90 -3.88 1.34
H -0.56 -3.60 -1.84
H 0.23 -5.08 -1.38
C -0.46 2.07 -2.74
O -0.44 1.12 -1.97
N -0.50 1.89 -4.09
N -0.49 3.36 -2.31
H -0.45 2.66 -4.73
H -0.55 0.94 -4.40
H -0.55 3.56 -1.33
H -0.58 4.10 -2.97
C 2.64 0.23 -1.81
O 1.81 -0.36 -1.12
N 2.58 0.25 -3.16
N 3.76 0.81 -1.28
H 3.16 0.86 -3.70
H 1.78 -0.18 -3.59
H 4.59 0.89 -1.85
H 3.89 0.94 -0.30
C 1.93 2.02 1.29
O 0.87 1.54 0.87
N 2.19 3.35 1.23
N 2.88 1.24 1.87
H 1.49 3.98 0.89
H 3.11 3.71 1.42
H 2.80 0.25 1.76
H 3.73 1.66 2.22

=====

The following is a DFT calculation (the ωB97M-V functional and the def2-TZVPD basis) of H8NO3PSi2 as an isolated structure in a non-equilibrium geometry.

Computed properties:
Orbital gap = 9.50 eV
Multiplicity = 1
Total charge = 0
Calculated total energy = -32808.488 eV

Element x y z (Å)
N -2.02 0.51 -0.25
P -0.73 0.83 -1.11
O -0.21 2.36 -0.80
O -1.13 0.85 -2.71
Si 0.97 -0.57 -0.66
O 0.53 -1.69 0.53
Si 0.53 -1.04 2.13
H -1.86 -0.31 0.32
H -0.39 2.46 0.13
H -0.60 0.24 -3.21
H 2.07 0.25 -0.13
H 1.47 -1.23 -1.87
H 0.96 0.36 2.12
H 1.34 -1.86 3.04
H -0.88 -1.07 2.58

=====

The following is a DFT calculation (the ωB97M-V functional and the def2-TZVPD basis) of C34H39N5O3P2SSn as an isolated structure in a non-equilibrium geometry.

Computed properties:
Orbital gap (spin up / spin down) = 4.38 / 3.33 eV
Multiplicity = 1
Total charge = +2
Calculated total energy = -84705.251 eV

Element x y z (Å)
Sn -0.42 1.16 -0.68
C -2.03 1.75 -7.36
C -2.19 0.44 -7.14
C -1.26 -0.63 -7.68
C 0.25 -0.25 -7.75
C 0.79 0.56 -6.59
C 0.83 1.90 -6.65
C 0.37 2.62 -7.91
C -1.11 2.32 -8.38
C 1.32 0.92 0.70
H -2.67 2.50 -6.89
H -3.15 0.07 -6.73
H -1.60 -0.87 -8.71
H -1.35 -1.56 -7.08
H 0.82 -1.20 -7.75
H 0.47 0.23 -8.72
H 1.27 -0.02 -5.79
H 1.33 2.52 -5.88
H 1.02 2.33 -8.76
H 0.44 3.71 -7.78
H -1.54 3.30 -8.63
H -1.10 1.73 -9.31
H 1.03 1.00 1.77
H 2.07 1.69 0.45
H 1.73 -0.08 0.55
P 1.65 -0.40 -1.99
P -1.58 -0.95 -1.91
N 2.81 0.79 -2.65
N 2.83 -1.64 -1.57
N -2.60 0.29 -2.67
N -2.96 -1.98 -1.60
C 0.87 -1.11 -3.46
C -0.56 -1.70 -3.25
C 2.83 2.12 -2.20
C 3.82 2.80 -2.89
C 4.43 1.88 -3.80
C 3.78 0.66 -3.65
C 3.68 -1.51 -0.45
C 4.31 -2.72 -0.22
C 3.84 -3.64 -1.21
C 2.93 -2.97 -2.00
C -2.80 1.57 -2.08
C -2.99 2.49 -3.11
C -3.00 1.76 -4.33
C -2.72 0.44 -4.05
C -4.14 -2.23 -2.33
C -4.96 -3.04 -1.57
C -4.29 -3.28 -0.32
C -3.07 -2.65 -0.37
H 1.53 -1.88 -3.88
H 0.83 -0.28 -4.18
H -1.08 -1.67 -4.22
H -0.47 -2.76 -2.95
H 2.15 2.45 -1.43
H 4.07 3.84 -2.74
H 5.24 2.10 -4.47
H 3.93 -0.29 -4.14
H 3.75 -0.56 0.07
H 5.02 -2.93 0.57
H 4.15 -4.67 -1.33
H 2.34 -3.31 -2.84
H -3.01 1.67 -1.02
H -3.09 3.56 -3.02
H -3.20 2.14 -5.31
H -2.67 -0.43 -4.70
H -4.29 -1.80 -3.31
H -5.92 -3.43 -1.85
H -4.67 -3.85 0.51
H -2.25 -2.57 0.33
O -0.57 1.57 5.43
S -0.29 0.38 4.67
O 0.88 -0.40 4.98
N -0.40 0.66 3.03
C -1.32 -0.04 2.37
O -1.46 -0.03 1.08
C -2.15 -0.84 3.32
C -3.21 -1.72 3.07
C -3.83 -2.36 4.15
C -3.40 -2.11 5.46
C -2.30 -1.29 5.73
C -1.71 -0.66 4.62
H -3.51 -1.89 2.04
H -4.65 -3.06 3.98
H -3.93 -2.58 6.30
H -1.92 -1.12 6.73

=====

The following is a DFT calculation (the ωB97M-V functional and the def2-TZVPD basis) of a 2-piece molecular cluster, C6H15NO overall in a non-equilibrium geometry.

Computed properties:
Orbital gap = 8.70 eV
Multiplicity = 1
Total charge = 0
Calculated total energy = -10000.128 eV
SMILES = CCC/C(C)=C/N.O

Element x y z (Å)
C -0.59 1.23 -2.82
C -0.56 0.29 -1.58
C -0.21 0.94 -0.23
C -0.37 0.04 0.99
C -1.56 -0.86 1.02
C 0.65 -0.29 1.77
N 0.68 -1.35 2.66
H -1.02 2.10 -2.30
H 0.36 1.48 -3.01
H -1.34 0.86 -3.55
H 0.22 -0.46 -1.76
H -1.43 -0.31 -1.41
H 0.66 1.50 -0.10
H -0.82 1.82 -0.04
H -2.10 -1.25 1.96
H -1.50 -1.69 0.29
H -2.40 -0.33 0.91
H 1.61 0.46 1.71
H -0.08 -1.89 2.82
H 1.56 -1.37 3.35
O 3.14 -0.22 -0.27
H 2.40 0.05 -0.77
H 2.68 -0.75 0.36